1.
DFT (ωB97M-V with the def2-TZVPD basis set) results for a molecular structure, C35H31F3FeN7O2S2Se at a distorted geometry.

HOMO level (alpha / beta) in eV: -8.1 / -8.0
Energy relative to the best compared isomer or geometry (same formula, charge and spin) in kcal per mole: 0.0
DFT total energy in hartree: -6647.33960
Kohn-Sham gap (alpha / beta) in eV: 7.518 / 5.873
Charge: 0
Spin multiplicity: 6

Each line ends with the Mulliken spin population.
Positions of all 82 atoms, in Å:
N1 -2.229 -1.542 -0.395  -0.001
H1 -5.140 -3.221 -2.200  0.000
C1 -3.493 -3.500 -0.852  0.003
C2 2.382 1.127 -4.725  -0.033
H2 -4.900 3.827 1.987  0.000
H3 -4.968 -0.409 4.031  0.000
C3 3.679 0.627 -4.684  0.077
C4 1.594 -1.435 1.234  0.005
C5 3.727 -0.513 4.258  0.000
H4 -3.648 2.457 3.621  0.000
N2 1.963 2.138 3.107  0.003
N3 -1.325 2.149 1.892  0.021
F1 -6.328 -0.877 -2.366  0.000
C6 -3.904 -0.532 3.882  0.001
H5 -3.448 -0.970 5.938  0.000
H6 1.334 -2.270 -3.972  0.002
H7 4.950 1.485 -0.709  0.001
H8 3.238 -3.288 -2.713  0.000
H9 5.312 -0.284 -5.751  0.000
H10 -3.654 -4.558 -0.698  0.000
C7 1.233 -0.894 3.880  -0.013
H11 4.703 1.204 -6.477  0.007
Fe1 -0.833 0.124 0.438  3.829
C8 2.314 1.306 -2.321  -0.053
C9 0.172 -1.034 3.005  0.002
C10 -2.452 -2.834 -0.224  0.011
N4 0.356 -1.254 1.697  0.054
C11 -1.716 2.864 2.885  0.001
C12 -1.241 -0.846 3.390  0.004
C13 2.712 -1.341 2.053  -0.019
H12 -0.261 1.403 -4.470  0.003
H13 1.096 -0.599 4.912  0.000
C14 -1.703 -1.010 4.693  0.002
H14 2.368 1.841 3.999  0.000
N5 -2.058 -0.526 2.383  0.011
H15 -1.764 -3.348 0.442  0.001
C15 3.633 0.790 -2.260  0.050
S1 -2.520 0.881 -1.206  0.047
C16 1.683 1.464 -3.576  0.032
H16 -3.781 2.775 1.103  0.002
C17 2.530 -0.986 3.385  0.000
C18 2.502 -2.678 -2.205  0.006
H17 3.731 0.369 -0.137  0.011
H18 -1.022 -1.274 5.490  0.000
C19 4.281 0.460 -3.443  -0.027
H19 3.777 -0.284 -6.631  0.004
Se1 1.431 1.798 -0.734  0.814
C20 0.286 1.995 -3.732  0.018
H20 -3.159 4.128 3.798  0.000
C21 -3.848 3.609 1.802  -0.002
H21 5.289 0.058 -3.393  0.001
C22 -3.136 3.279 3.112  0.002
C23 -4.311 -2.752 -1.682  -0.004
C24 4.386 0.586 -0.973  -0.001
C25 1.447 -2.118 -2.907  -0.002
C26 -3.357 -0.377 2.619  0.007
F2 -4.857 0.618 -2.921  0.000
C27 -3.013 -0.782 -1.188  0.031
H22 3.396 -2.903 -0.252  0.001
F3 -4.981 -1.240 -4.034  0.000
H23 3.723 -1.448 1.678  0.000
C28 0.634 2.265 2.950  -0.013
C29 0.536 -1.333 -2.220  0.013
O1 4.801 -1.085 4.064  0.001
O2 3.411 0.423 5.042  0.000
C30 -3.057 -0.845 4.936  0.000
C31 -5.048 -0.696 -2.789  -0.006
N6 -0.015 1.788 1.914  0.059
S2 -0.397 3.196 3.990  0.005
H24 -0.292 -0.841 -2.720  0.001
C32 1.635 -1.675 -0.226  0.029
H25 2.388 1.635 2.335  0.002
C33 4.409 0.292 -5.952  -0.007
H26 -3.395 4.479 1.324  0.000
C34 2.599 -2.464 -0.838  0.000
N7 0.637 -1.106 -0.915  0.009
H27 1.893 1.253 -5.688  0.001
C35 -4.089 -1.393 -1.862  0.001
H28 0.312 3.023 -4.104  0.000
H29 -3.967 -0.109 1.761  0.001
H30 5.101 -0.232 -1.083  0.002
H31 -0.279 1.988 -2.803  -0.005

Cartesian forces (eV/Å) of the 6 atoms listed first:
0.1 0.1 0.1
0.0 0.0 0.0
0.1 0.0 0.0
0.0 -0.1 0.0
0.0 0.0 0.0
0.0 0.0 0.0


2.
DFT (ωB97M-V with the def2-TZVPD basis set) results for a molecular structure, C35H31F6N5NaO12S2Te at a distorted geometry.

HOMO level (alpha / beta) in eV: 0.0 / -2.8
Energy relative to the best compared isomer or geometry (same formula, charge and spin) in kcal per mole: 26.7
DFT total energy in hartree: -4354.70291
Kohn-Sham gap (alpha / beta) in eV: 3.347 / 6.103
Charge: -2
Spin multiplicity: 2

Each line ends with the Mulliken spin population.
Positions of all 93 atoms, in Å:
H1 5.355 0.926 0.681  0.000
O1 -3.773 -0.039 -4.138  0.069
F1 -2.248 -3.488 2.993  -0.001
C1 -0.486 4.043 1.261  -0.001
H2 3.025 -4.984 -2.421  0.000
H3 4.642 -0.413 -1.486  0.000
N1 -3.298 0.106 -2.999  0.053
H4 -0.679 1.806 -3.889  -0.001
H5 0.160 5.522 -0.151  0.001
F2 -4.367 -3.133 3.197  0.000
C2 7.196 0.386 1.639  0.000
C3 7.166 -1.665 2.884  0.000
H6 -1.073 3.123 1.315  0.007
H7 8.882 -0.385 2.723  0.000
H8 2.611 -3.956 -0.219  0.000
N2 -1.905 -0.335 3.814  0.003
O2 -8.206 2.597 -0.817  -0.019
C4 7.848 -0.541 2.439  0.000
H9 -2.585 4.231 -0.506  -0.005
H10 4.290 -3.741 -4.152  0.000
O3 -2.169 1.443 -0.732  -0.007
H11 -1.453 -5.308 1.196  0.000
C5 3.395 -3.987 -2.214  0.000
H12 -0.518 -2.043 -2.321  0.008
C6 -5.635 2.083 -0.094  0.372
O4 -4.295 -0.397 3.037  -0.002
C7 -0.488 4.635 -0.154  -0.001
C8 5.176 -0.947 1.709  0.000
O5 -4.494 2.830 2.222  0.179
N3 -3.805 2.092 1.468  0.137
C9 4.309 -1.426 -1.677  0.000
O6 -2.489 -1.199 1.482  -0.008
C10 -1.556 -3.910 -1.877  0.001
C11 0.104 3.651 -1.152  0.000
H13 -2.480 -5.669 -1.058  0.000
H14 2.594 0.690 -4.141  0.000
F3 1.680 0.095 4.946  0.000
C12 -4.303 1.795 0.209  -0.147
C13 4.106 -3.291 -3.184  0.000
O7 0.593 -1.651 -0.175  0.001
H15 5.108 -1.455 -3.666  0.000
C14 -0.424 -3.560 0.593  0.000
O8 -7.989 1.685 -2.747  -0.011
C15 -1.241 -4.645 0.369  0.000
C16 -5.390 1.101 -2.321  0.234
H16 7.665 -2.389 3.516  0.000
H17 -0.933 4.753 1.962  0.000
N4 -7.531 2.021 -1.659  -0.006
C17 -6.141 1.735 -1.359  -0.076
N5 -0.166 -2.688 -0.405  0.001
H18 1.852 -0.411 -2.983  -0.002
H19 -1.587 3.559 -2.468  0.002
H20 7.717 1.273 1.297  0.000
C18 -3.397 1.319 -0.838  0.000
O9 0.133 0.500 2.541  0.001
C19 5.868 0.187 1.284  0.000
Te1 3.132 -1.233 1.167  0.000
O10 -2.731 1.555 1.903  0.108
H21 -6.262 2.540 0.651  0.043
O11 0.117 -1.803 3.366  0.000
H22 5.313 -2.746 2.865  0.000
C20 -0.727 -2.839 -1.623  -0.009
C21 3.607 -2.120 -0.698  0.000
C22 -1.901 5.083 -0.513  0.010
F4 -3.031 -2.669 4.833  0.000
C23 1.155 1.615 -2.812  -0.002
F5 -0.040 1.309 5.452  0.000
C24 -3.155 -2.638 3.499  0.000
F6 0.046 -0.759 6.081  0.000
C25 3.158 -3.408 -0.976  0.000
H23 1.950 3.446 -0.071  0.000
O12 -2.229 -0.435 -2.681  0.069
C26 1.659 0.452 -3.625  0.003
C27 4.568 -2.012 -2.910  0.000
C28 -0.075 2.194 -3.077  0.000
H24 0.922 0.158 -4.372  0.000
H25 -2.013 -3.982 -2.853  0.000
C29 -4.042 0.832 -2.044  -0.063
C30 -1.815 -4.835 -0.879  0.001
H26 0.013 -3.282 1.543  0.000
C31 -0.590 3.195 -2.264  0.002
S1 -2.985 -0.899 2.812  0.022
H27 0.524 3.820 1.610  0.001
H28 -2.263 5.795 0.231  0.000
C32 0.348 0.088 5.093  0.000
H29 -1.947 5.561 -1.494  0.000
C33 1.884 2.110 -1.733  0.001
H30 -5.819 0.808 -3.264  0.034
C34 1.370 3.109 -0.924  0.000
H31 2.852 1.678 -1.498  0.000
C35 5.840 -1.865 2.519  0.000
Na1 -0.820 0.099 0.414  0.001
S2 -0.386 -0.453 3.496  -0.001

Cartesian forces (eV/Å) of the 6 atoms listed first:
0.0 0.0 0.0
-0.1 0.0 -0.2
0.0 0.0 0.1
0.0 0.0 0.1
0.0 0.0 0.0
0.0 0.0 0.0


3.
DFT (ωB97M-V with the def2-TZVPD basis set) results for a molecular structure, C35H31FN6O11Yb at a distorted geometry.

HOMO level (alpha / beta) in eV: -9.3 / -9.3
DFT total energy in hartree: -3766.91593
Kohn-Sham gap (alpha / beta) in eV: 5.554 / 5.540
Charge: +1
Spin multiplicity: 2

Each line ends with the Mulliken spin population.
Positions of all 85 atoms, in Å:
C1 13.092 9.469 6.714  0.000
H1 14.499 8.615 7.854  0.000
N1 14.041 9.508 7.721  0.000
C2 14.050 13.095 10.320  0.000
H2 10.932 6.157 9.477  0.000
C3 17.870 11.019 12.955  -0.003
H3 15.178 8.199 16.409  0.027
C4 14.968 7.488 12.307  0.032
N2 11.598 8.826 13.616  -0.007
O1 12.658 8.380 6.347  0.000
C5 7.673 11.960 13.208  -0.001
H4 15.466 7.983 13.152  0.027
H5 13.900 6.339 17.606  0.004
C6 8.148 7.832 11.795  0.000
H6 16.489 5.944 11.944  0.001
C7 14.432 13.060 8.800  0.000
H7 18.857 12.288 15.395  0.000
H8 11.938 11.102 11.430  0.001
N3 13.951 11.800 8.050  0.000
O2 12.833 13.167 15.343  0.000
H9 10.581 8.661 13.540  0.009
H10 8.632 13.862 13.101  0.000
H11 9.677 5.514 16.340  0.000
H12 12.117 6.889 8.244  0.000
C8 8.970 10.004 12.491  -0.001
C9 17.004 13.259 16.024  0.000
N4 13.353 9.294 12.065  0.039
C10 12.279 8.242 14.664  -0.022
C11 13.833 8.075 11.732  -0.046
C12 15.511 6.320 11.741  0.016
H13 19.467 10.874 14.092  0.000
C13 12.150 6.691 16.534  -0.030
H14 17.464 13.811 16.846  0.000
O3 9.213 8.670 12.320  0.000
H15 11.546 6.144 17.274  -0.002
C14 11.530 7.307 15.449  0.096
H16 9.084 7.090 16.822  0.000
H17 11.890 13.080 15.019  0.000
C15 13.484 5.923 10.514  0.002
C16 15.642 13.343 15.801  0.001
H18 6.972 9.942 13.265  0.000
H19 8.427 6.286 15.365  0.000
C17 17.757 12.452 15.178  0.003
H20 7.181 8.217 12.142  0.000
H21 15.535 13.037 8.678  0.000
H22 13.081 12.893 6.491  0.000
C18 14.415 10.563 8.493  0.000
O4 12.047 7.865 10.116  0.000
C19 13.064 7.237 10.749  -0.002
O5 17.337 10.739 11.870  -0.001
H23 6.703 12.309 13.587  0.000
O6 13.271 11.962 13.420  0.004
O7 14.844 13.662 11.138  0.000
N5 15.837 11.891 13.888  0.010
N6 11.376 10.505 12.004  -0.006
C20 14.175 7.889 16.060  -0.109
H24 15.051 14.134 16.281  0.000
C21 13.205 11.903 6.891  0.000
H25 10.713 12.916 12.197  0.000
F1 11.910 10.910 5.115  0.000
O8 19.157 10.698 13.164  0.000
H26 15.123 4.518 10.721  0.000
C22 12.674 10.829 6.213  0.000
H27 14.052 13.940 8.252  0.000
C23 15.093 12.575 14.792  -0.005
O9 10.261 7.033 15.019  0.001
C24 9.918 12.291 12.506  -0.001
C25 8.721 12.822 12.961  0.000
C26 7.839 10.572 13.052  0.000
H28 10.609 7.786 8.652  0.000
C27 10.083 10.920 12.344  0.001
C28 12.156 9.545 12.615  0.048
O10 13.055 12.346 10.650  0.001
Yb1 15.002 11.231 11.689  -0.006
C29 11.383 7.101 9.072  0.000
H29 8.173 7.896 10.670  0.000
H30 12.862 5.175 9.987  0.000
C30 9.319 6.470 15.940  0.004
C31 17.153 11.793 14.054  0.000
O11 15.218 10.427 9.448  0.000
C32 13.644 8.522 14.981  0.836
H31 8.360 6.804 12.127  0.000
C33 13.628 12.501 14.484  0.001
C34 13.468 6.939 16.812  0.079
C35 14.736 5.522 10.913  0.000

Cartesian forces (eV/Å) of the 6 atoms listed first:
-2.1 -0.6 -1.2
-0.1 0.0 0.6
0.3 0.2 0.2
-0.7 -0.7 0.2
0.3 0.9 -0.4
0.4 -0.2 -1.2